# 1
Here is a molecular structure, C46H39BF3FeI2N3O4S2 from the Open Molecules 2025 dataset. Energies are from the ωB97M-V functional and the def2-TZVPD basis.

Values from the calculation:
Net charge: -1
Spin multiplicity: 6
E_HOMO (spin up / spin down) in hartree: -0.1190 / -0.1844
Expectation value of S²: 8.786
Max |F| in eV/A: 0.81
Relative energy (zero: lowest compared OMol25 entry of this formula, charge and spin) in eV: 0.0000
Frontier orbital gap (spin up / spin down) in eV: 5.1692 / 6.9479

```
101
C46H39BF3FeI2N3O4S2 | the Open Molecules 2025 dataset | the ωB97M-V functional and the def2-TZVPD basis
Fe 0.662 0.096 0.418
F 2.037 5.386 -0.057
C 2.009 5.264 1.284
F 2.849 6.218 1.756
F 0.781 5.623 1.684
C 2.412 3.901 1.756
C 3.523 3.762 2.566
C 3.917 2.501 2.995
C 3.165 1.421 2.566
N 2.095 1.540 1.794
C 1.678 2.752 1.376
S 0.261 2.730 0.413
H 4.084 4.639 2.858
H 4.783 2.361 3.625
H 3.435 0.406 2.846
I 5.139 -1.668 -1.628
C 4.184 -2.254 0.125
C 4.710 -3.305 0.882
C 4.112 -3.723 2.047
I 4.980 -5.296 3.115
C 2.929 -3.084 2.499
C 2.226 -3.408 3.682
C 1.082 -2.730 4.008
C 0.614 -1.725 3.145
N 1.257 -1.392 2.051
C 2.399 -2.035 1.717
C 3.022 -1.572 0.494
O 2.512 -0.600 -0.162
H 5.611 -3.792 0.532
H 2.604 -4.199 4.317
H 0.523 -2.960 4.904
H -0.310 -1.200 3.350
O 1.155 -0.875 -3.149
S 0.858 0.400 -2.452
C -0.595 1.083 -3.263
C -1.350 2.070 -2.646
C -2.506 2.520 -3.266
C -2.902 1.978 -4.480
C -2.147 0.978 -5.078
C -0.990 0.519 -4.466
C 2.104 1.564 -3.029
C 2.075 2.907 -2.681
C 3.108 3.729 -3.103
C 4.153 3.211 -3.858
C 4.170 1.866 -4.191
C 3.143 1.031 -3.772
H -1.059 2.468 -1.683
H -3.115 3.270 -2.777
H -3.816 2.321 -4.950
H -2.466 0.543 -6.018
H -0.391 -0.277 -4.892
H 1.281 3.301 -2.062
H 3.100 4.776 -2.825
H 4.960 3.859 -4.178
H 4.989 1.458 -4.770
H 3.135 -0.027 -4.000
N -1.392 -0.235 0.724
C -2.439 0.526 1.176
C -2.414 1.065 2.530
C -1.197 1.280 3.204
C -1.164 1.754 4.502
C -2.342 2.024 5.190
C -3.555 1.810 4.548
C -3.593 1.345 3.245
C -3.525 0.840 0.257
C -4.250 2.044 0.349
C -5.244 2.359 -0.561
C -5.554 1.490 -1.601
C -4.832 0.310 -1.726
C -3.831 -0.004 -0.826
H -0.270 1.103 2.679
H -0.204 1.925 4.978
H -2.314 2.394 6.207
H -4.485 2.000 5.071
H -4.552 1.157 2.781
H -3.998 2.753 1.127
H -5.770 3.302 -0.465
H -6.333 1.738 -2.312
H -5.043 -0.371 -2.543
H -3.286 -0.930 -0.950
C -0.813 -4.493 1.199
C -1.526 -3.823 0.031
C -2.578 -4.760 -0.537
O -2.185 -2.647 0.539
B -1.366 -1.549 0.280
O -0.278 -1.934 -0.515
C -0.527 -3.251 -1.029
C 0.800 -3.978 -1.153
C -1.156 -3.078 -2.409
H -1.541 -4.698 1.986
H -0.041 -3.843 1.607
H -0.346 -5.433 0.898
H -3.221 -5.113 0.270
H -2.110 -5.628 -1.007
H -3.201 -4.255 -1.273
H 1.321 -4.039 -0.198
H 1.431 -3.422 -1.849
H 0.657 -4.990 -1.540
H -2.097 -2.528 -2.341
H -1.351 -4.042 -2.884
H -0.465 -2.503 -3.024
```



# 2
Here is C3H3BrCl2 in the gas phase in a non-equilibrium geometry from the Open Molecules 2025 dataset. Energies are from the ωB97M-V functional and the def2-TZVPD basis.

Values from the calculation:
Net charge: 0
E_HOMO (spin up / spin down) in hartree: -0.3320 / -0.3385
Max |F| in eV/A: 4.14
Relative energy (zero: lowest compared OMol25 entry of this formula, charge and spin) in eV: 2.8796
Frontier orbital gap (spin up / spin down) in eV: 8.0340 / 8.0280

```
9
C3H3BrCl2 | the Open Molecules 2025 dataset | the ωB97M-V functional and the def2-TZVPD basis
C 0.109 0.699 -0.179
C -0.033 0.434 1.295
C 0.020 -0.435 -1.291
Cl 1.274 -0.478 1.946
Cl 1.233 -1.637 -1.014
Br -1.821 -1.059 -1.538
H -0.770 1.344 -0.389
H 1.012 1.256 -0.229
H -1.024 -0.124 1.399
```



# 3
Here is a molecular structure, C34H41FN4O3TeTl in a non-equilibrium geometry from the Open Molecules 2025 dataset. Energies are from the ωB97M-V functional and the def2-TZVPD basis.

Values from the calculation:
Net charge: +1
E_HOMO (spin up / spin down) in hartree: -0.3439 / -0.3274
Max |F| in eV/A: 2.10
Relative energy (zero: lowest compared OMol25 entry of this formula, charge and spin) in eV: 0.0000
Frontier orbital gap (spin up / spin down) in eV: 6.1013 / 5.6525

```
85
C34H41FN4O3TeTl | the Open Molecules 2025 dataset | the ωB97M-V functional and the def2-TZVPD basis
Tl 15.006 6.735 14.589
C 8.177 8.053 10.219
C 9.517 7.736 9.519
N 10.677 7.969 10.386
C 11.334 6.914 10.905
C 12.381 6.951 11.768
C 13.109 5.626 12.025
O 12.579 4.659 11.479
O 14.176 5.568 12.723
C 12.820 8.226 12.249
O 13.584 8.415 13.207
C 12.275 9.380 11.487
C 12.745 10.679 11.760
C 12.232 11.749 11.084
F 12.688 12.988 11.438
C 11.243 11.622 10.110
C 10.750 10.377 9.861
C 11.212 9.240 10.571
N 10.707 12.754 9.370
C 11.720 13.616 8.724
C 11.049 14.528 7.684
N 10.048 15.349 8.419
C 9.035 14.514 9.190
C 9.778 13.589 10.111
H 7.359 7.755 9.563
H 8.062 9.104 10.488
H 8.040 7.455 11.129
H 9.622 8.342 8.609
H 9.530 6.668 9.200
H 11.026 5.924 10.598
H 13.461 10.838 12.574
H 9.898 10.259 9.219
H 12.400 12.935 8.182
H 12.385 14.165 9.421
H 10.447 13.943 6.983
H 11.756 15.245 7.243
H 9.608 16.038 7.824
H 10.515 15.956 9.097
H 8.361 14.027 8.461
H 8.447 15.208 9.798
H 9.047 12.922 10.553
H 10.260 14.199 10.901
Te 12.963 6.406 16.865
C 14.264 7.062 18.366
C 14.406 8.416 18.540
C 15.288 8.882 19.519
C 15.999 7.958 20.303
C 15.843 6.579 20.114
C 14.952 6.149 19.148
H 13.837 9.127 17.969
H 15.387 9.947 19.698
H 16.615 8.309 21.117
H 16.380 5.881 20.771
H 14.790 5.111 18.953
C 19.178 8.957 17.576
C 19.347 8.394 16.208
C 20.571 7.916 15.806
C 20.734 7.379 14.538
C 22.035 6.762 14.126
C 19.680 7.288 13.665
C 18.407 7.775 14.020
C 18.281 8.323 15.323
N 17.320 7.854 13.227
C 17.417 7.766 11.769
C 18.472 8.756 11.210
C 16.062 8.237 11.279
C 17.646 6.309 11.276
H 19.080 10.054 17.461
H 20.034 8.765 18.214
H 18.237 8.656 17.988
H 21.405 8.005 16.520
H 21.990 5.652 14.119
H 22.817 7.053 14.841
H 22.339 7.056 13.134
H 19.906 6.841 12.671
H 17.319 8.644 15.598
H 18.346 9.724 11.620
H 18.380 8.749 10.146
H 19.456 8.388 11.481
H 15.812 9.207 11.663
H 15.320 7.512 11.546
H 16.062 8.352 10.207
H 18.627 5.920 11.575
H 17.631 6.239 10.203
H 16.919 5.565 11.696
```



# 4
Here is 2 unconnected molecules or ions with the total composition Cl2H5NSi2 in a non-equilibrium geometry from the Open Molecules 2025 dataset. Energies are from the ωB97M-V functional and the def2-TZVPD basis.

Values from the calculation:
Net charge: 0
Structure (SMILES): [SiH3]/N=[SiH]/Cl.Cl
E_HOMO in hartree: -0.3380
Max |F| in eV/A: 3.65
Relative energy (zero: lowest compared OMol25 entry of this formula, charge and spin) in eV: 3.4847
Frontier orbital gap in eV: 8.9942

```
10
Cl2H5NSi2 | the Open Molecules 2025 dataset | the ωB97M-V functional and the def2-TZVPD basis
Si 1.964 0.007 -0.352
N 0.366 0.333 0.078
Si -0.846 1.026 0.920
Cl -2.479 1.400 -0.156
H 2.734 0.547 0.796
H 2.125 -1.287 -1.076
H 2.443 1.023 -1.182
H -1.272 1.447 2.291
Cl -1.870 -2.027 -0.520
H -3.165 -2.468 -0.798
```



# 5
Here is 10 unconnected molecules or ions with the total composition H20O10 in a non-equilibrium geometry from the Open Molecules 2025 dataset. Energies are from the ωB97M-V functional and the def2-TZVPD basis.

Values from the calculation:
Net charge: 0
Structure (SMILES): O.O.O.O.O.O.O.O.O.O
E_HOMO in hartree: -0.3995
Max |F| in eV/A: 4.38
Relative energy (zero: lowest compared OMol25 entry of this formula, charge and spin) in eV: 0.9393
Frontier orbital gap in eV: 11.1402

```
30
H20O10 | the Open Molecules 2025 dataset | the ωB97M-V functional and the def2-TZVPD basis
O 2.222 0.776 -0.990
H 2.472 0.060 -0.318
H 1.818 1.482 -0.430
O 2.287 -0.876 0.970
H 1.810 -0.349 1.657
H 3.153 -1.039 1.434
O 0.619 -2.670 -0.589
H 1.259 -2.286 -0.008
H 0.748 -2.062 -1.332
O -1.765 0.113 1.863
H -1.746 -0.725 1.336
H -2.032 0.781 1.186
O -1.870 -1.875 -0.090
H -0.937 -2.347 -0.186
H -2.507 -2.601 -0.121
O 0.595 -0.487 -2.372
H 0.662 -0.255 -3.423
H 1.218 0.110 -1.840
O 0.770 0.719 2.652
H -0.171 0.461 2.569
H 0.918 0.934 3.602
O -2.116 0.023 -2.118
H -1.234 -0.056 -2.552
H -2.070 -0.696 -1.462
O -1.729 1.885 -0.174
H -2.395 2.625 -0.158
H -1.954 1.313 -1.014
O 0.948 2.576 0.472
H 0.979 2.090 1.287
H 0.048 2.380 0.150
```



# 6
Here is 3 unconnected molecules or ions with the total composition C4H16NO2 in a non-equilibrium geometry from the Open Molecules 2025 dataset. Energies are from the ωB97M-V functional and the def2-TZVPD basis.

Values from the calculation:
Net charge: +2
Spin multiplicity: 2
E_HOMO (spin up / spin down) in hartree: -0.7116 / -0.7069
Expectation value of S²: 0.753
Max |F| in eV/A: 4.56
Relative energy (zero: lowest compared OMol25 entry of this formula, charge and spin) in eV: 1.0100
Frontier orbital gap (spin up / spin down) in eV: 12.8863 / 3.6961

```
23
C4H16NO2 | the Open Molecules 2025 dataset | the ωB97M-V functional and the def2-TZVPD basis
C -1.508 -0.119 -1.099
C -0.284 -0.808 -0.502
C 0.876 -0.870 -1.500
C 2.129 -1.592 -1.002
N 0.157 -0.056 0.742
H -1.828 -0.652 -1.986
H -1.223 0.921 -1.315
H -2.396 -0.083 -0.380
H -0.547 -1.835 -0.151
H 0.482 -1.378 -2.407
H 1.139 0.177 -1.838
H 2.893 -1.724 -1.767
H 2.579 -1.015 -0.194
H 1.903 -2.568 -0.612
H 0.907 -0.512 1.114
H 0.452 0.939 0.457
H -0.593 -0.080 1.446
H 1.326 3.306 0.707
H 0.871 3.058 -0.756
O 0.898 2.625 0.124
H -2.738 0.849 2.516
H -2.316 -0.482 3.327
O -2.059 0.101 2.534
```



# 7
Here is C2H7N5 in the gas phase in a non-equilibrium geometry from the Open Molecules 2025 dataset. Energies are from the ωB97M-V functional and the def2-TZVPD basis.

Values from the calculation:
Net charge: 0
Structure (SMILES): [H]/N=C/NN/C=N\N
E_HOMO in hartree: -0.3059
Max |F| in eV/A: 4.06
Relative energy (zero: lowest compared OMol25 entry of this formula, charge and spin) in eV: 3.2509
Frontier orbital gap in eV: 9.3129

```
14
C2H7N5 | the Open Molecules 2025 dataset | the ωB97M-V functional and the def2-TZVPD basis
H 2.377 2.016 -0.276
N 1.577 1.586 0.277
C 0.366 1.666 -0.102
N -0.600 0.898 0.594
N -1.372 0.097 -0.234
C -1.190 -1.243 -0.428
N -0.187 -1.977 -0.174
N 0.809 -1.405 0.590
H -0.215 2.132 -1.001
H -0.135 0.212 1.260
H -2.372 0.386 -0.079
H -1.922 -1.693 -1.084
H 1.706 -2.061 0.579
H 1.159 -0.614 0.078
```



# 8
Here is C3H4F2N2O in the gas phase in a non-equilibrium geometry from the Open Molecules 2025 dataset. Energies are from the ωB97M-V functional and the def2-TZVPD basis.

Values from the calculation:
Net charge: 0
Structure (SMILES): [H]/N=C(NO)\C(F)=C/F
E_HOMO in hartree: -0.3643
Max |F| in eV/A: 4.13
Relative energy (zero: lowest compared OMol25 entry of this formula, charge and spin) in eV: 2.6125
Frontier orbital gap in eV: 10.6192

```
12
C3H4F2N2O | the Open Molecules 2025 dataset | the ωB97M-V functional and the def2-TZVPD basis
H -2.098 -1.523 -0.461
N -1.091 -1.759 -0.392
C -0.348 -0.814 -0.165
N 1.030 -0.934 -0.275
O 1.706 -0.626 0.898
C -0.806 0.605 0.138
F -2.096 0.629 0.538
C -0.195 1.753 -0.037
F 1.099 1.744 -0.489
H 1.160 -1.949 -0.454
H 2.287 0.123 0.644
H -0.649 2.750 0.054
```